Arrangement a

A 3-piece molecular cluster, C7H11NO overall, computed with wB97M-V/def2-TZVPD.

Last column: Löwdin charge in e.
Cartesian coordinates (Å):
1 C 0.090 1.876 -0.742  -0.065
2 C -2.211 -0.093 1.091  -0.099
3 C 0.712 -0.484 0.381  -0.226
4 C 0.533 0.593 -0.205  -0.089
5 C -1.325 -0.590 0.006  -0.235
6 N 1.311 -1.626 0.716  0.129
7 C 2.925 0.645 -0.259  -0.159
8 C -1.632 -1.372 -1.012  0.012
9 O 3.622 -0.343 -0.109  -0.109
10 H 1.167 -1.915 1.675  0.111
11 H 2.310 -1.588 0.450  0.082
12 H 3.459 1.577 -0.627  0.035
13 H -0.271 1.767 -1.766  0.093
14 H 0.915 2.590 -0.730  0.081
15 H -0.719 2.290 -0.135  0.081
16 H -3.228 -0.496 0.995  0.079
17 H -1.836 -0.387 2.076  0.078
18 H -2.288 0.998 1.088  0.068
19 H -0.896 -1.671 -1.751  0.066
20 H -2.639 -1.773 -1.141  0.064

Summary:
Kohn-Sham gap = 6.8 eV
HOMO energy = -6.11 eV

***

Arrangement b

A single C7H11NO molecule, computed with wB97M-V/def2-TZVPD.

Last column: Löwdin charge in e.
Cartesian coordinates (Å):
1 O -3.272 0.605 -0.507  -0.033
2 C -2.291 -0.241 -0.219  -0.192
3 N -1.369 -0.993 0.188  0.126
4 C 0.133 -0.852 0.650  -0.295
5 C 0.438 0.602 1.294  -0.158
6 C 0.673 1.620 0.129  -0.219
7 C 1.701 1.018 -0.816  -0.167
8 C 2.138 -0.540 -0.415  -0.190
9 C 0.984 -1.502 -0.409  -0.230
10 H 0.315 -1.545 1.567  0.150
11 H 1.257 0.419 2.028  0.112
12 H -0.397 0.872 1.911  0.094
13 H 1.285 2.627 0.636  0.167
14 H -0.312 1.897 -0.325  0.104
15 H 2.656 1.698 -0.612  0.123
16 H 1.473 1.384 -1.832  0.098
17 H 2.855 -1.131 -0.933  0.082
18 H 2.610 -0.617 0.608  0.119
19 H 1.036 -2.666 -0.172  0.153
20 H 0.326 -1.458 -1.423  0.154

Summary:
Kohn-Sham gap = 10.7 eV
SMILES string = O=C=NC1CCCCC1
HOMO energy = -10.01 eV

***

Arrangement c

A single C7H11NO molecule, computed with wB97M-V/def2-TZVPD.

Last column: Löwdin charge in e.
Cartesian coordinates (Å):
1 O 1.987 -0.969 1.934  -0.061
2 C 1.427 -0.276 0.800  -0.229
3 C -0.062 -0.168 0.916  -0.272
4 C -0.441 1.258 0.540  -0.084
5 C -0.055 1.238 -1.000  -0.202
6 C -1.044 0.807 -2.017  -0.150
7 N -0.184 -0.197 -1.463  -0.006
8 C -0.828 -0.801 -0.278  -0.249
9 C -0.579 -1.648 0.879  0.020
10 H 2.754 -1.388 1.558  0.072
11 H 1.656 -0.899 -0.071  0.127
12 H 1.934 0.679 0.711  0.122
13 H -1.489 1.528 0.679  0.108
14 H 0.071 2.092 1.036  0.108
15 H 0.845 1.652 -1.382  0.118
16 H -2.134 0.940 -1.739  0.130
17 H -0.861 1.118 -3.083  0.116
18 H -1.832 -0.577 -0.206  0.104
19 H -1.458 -2.075 1.372  0.114
20 H 0.293 -2.314 0.815  0.115

Summary:
Kohn-Sham gap = 9.0 eV
SMILES string = OC[C@@]12C[C@@H]3CN3[C@H]1C2
HOMO energy = -8.11 eV

***

Stability summary - winner: arrangement b; margin: 0.0649 hartree.

***

Arrangement a

An isolated ion of composition CH5NO and charge +1, computed with wB97M-V/def2-TZVPD.

Last column: Löwdin charge in e.
Cartesian coordinates (Å):
1 N 0.404 -0.595 0.679  0.336
2 C -0.621 0.239 0.097  -0.180
3 O -0.035 0.803 -1.101  0.073
4 H 0.977 -1.235 0.135  0.163
5 H 1.062 -0.026 1.234  0.174
6 H -1.446 -0.375 -0.285  0.154
7 H -0.871 1.058 0.765  0.155
8 H 0.530 0.131 -1.524  0.125

Summary:
Kohn-Sham gap (spin up / spin down) = 13.6 / 7.4 eV
multiplicity = 2
⟨S²⟩ = 0.758
net charge = +1
HOMO energy (spin up / spin down) = -17.80 / -17.36 eV

***

Arrangement b

A 2-piece molecular cluster, CH5NO overall, computed with wB97M-V/def2-TZVPD.

Last column: Löwdin charge in e.
Cartesian coordinates (Å):
1 C 1.085 1.159 0.861  0.192
2 N 2.226 0.959 0.318  0.324
3 H 1.005 1.362 1.933  0.158
4 H 0.255 1.210 0.157  0.150
5 H 2.872 1.654 0.751  0.176
6 H -3.111 -2.509 -0.859  0.053
7 H -1.793 -1.768 -0.669  0.008
8 O -2.655 -1.676 -1.070  -0.062

Summary:
Kohn-Sham gap (spin up / spin down) = 6.8 / 4.1 eV
multiplicity = 2
⟨S²⟩ = 0.756
net charge = +1
HOMO energy (spin up / spin down) = -14.29 / -14.29 eV

***

Stability summary - winner: arrangement a; margin: 0.0507 hartree.

***

Arrangement a

C20H24N2O3 as an isolated structure, computed with wB97M-V/def2-TZVPD.

Last column: Löwdin charge in e.
Cartesian coordinates (Å):
1 C 7.919 3.008 3.062  -0.048
2 H 8.057 3.260 1.906  0.148
3 H 8.239 3.696 3.571  -0.011
4 H 8.492 2.133 3.186  0.088
5 C 6.488 2.973 3.035  -0.552
6 C 5.713 4.159 2.906  -0.048
7 H 6.063 5.041 3.600  0.146
8 H 4.723 3.934 2.960  0.020
9 H 5.914 4.277 1.717  0.154
10 O 6.110 1.730 2.351  -0.169
11 C 4.992 0.951 2.677  -0.257
12 C 4.975 -0.257 1.825  -0.139
13 H 4.887 0.169 0.682  0.188
14 H 5.657 -0.904 2.211  0.081
15 C 3.575 -0.938 2.032  -0.237
16 N 2.372 -0.274 1.711  0.028
17 C 1.538 -0.734 0.604  -0.349
18 O 1.831 -1.940 0.240  -0.005
19 C 0.480 -0.153 -0.024  -0.207
20 C -0.628 -0.717 -0.263  0.040
21 C -1.629 0.069 -0.950  -0.105
22 C -1.558 1.368 -0.745  -0.109
23 C -0.467 1.966 -0.447  -0.139
24 C 0.593 1.322 0.185  0.028
25 H 1.629 1.737 0.087  0.130
26 H -0.489 3.110 -0.610  0.145
27 H -2.521 2.175 -1.341  0.226
28 N -2.790 -0.839 -1.356  0.154
29 C -4.002 -0.160 -1.639  -0.326
30 O -4.394 0.986 -1.775  0.070
31 C -4.922 -1.402 -2.219  -0.100
32 C -4.470 -2.443 -2.872  -0.014
33 C -5.493 -3.488 -3.128  -0.002
34 C -6.826 -3.094 -2.938  -0.119
35 C -7.237 -1.965 -2.332  -0.188
36 C -6.318 -1.283 -1.953  -0.135
37 H -6.592 -0.143 -1.713  0.169
38 H -8.395 -1.896 -1.936  0.185
39 H -7.517 -4.014 -3.181  0.137
40 H -5.036 -4.453 -3.464  0.115
41 H -3.647 -2.613 -2.861  -0.036
42 H -2.659 -1.724 -0.978  0.110
43 H -0.584 -1.687 -0.281  0.085
44 H 2.118 0.747 1.942  0.129
45 H 3.513 -1.104 3.205  0.149
46 H 3.420 -1.934 1.613  0.109
47 H 4.643 1.036 3.709  0.106
48 H 3.919 1.906 2.267  0.175
49 H 6.343 2.449 4.150  0.180

Summary:
Kohn-Sham gap = 9.2 eV
HOMO energy = -9.10 eV

***

Arrangement b

A single C20H24N2O3 molecule, computed with wB97M-V/def2-TZVPD.

Last column: Löwdin charge in e.
Cartesian coordinates (Å):
1 C -3.075 -2.666 -1.507  -0.057
2 O -3.443 -2.448 -0.159  -0.113
3 C -4.270 -1.362 0.059  -0.239
4 C -5.581 -1.599 0.454  -0.012
5 C -6.416 -0.532 0.720  -0.071
6 C -5.965 0.771 0.600  -0.020
7 C -4.652 1.021 0.211  -0.213
8 O -4.099 2.252 0.116  -0.062
9 C -4.911 3.382 0.321  -0.075
10 C -3.795 -0.057 -0.064  0.002
11 C -2.391 0.222 -0.527  -0.427
12 O -2.144 0.918 -1.489  0.090
13 N -1.470 -0.411 0.248  0.147
14 C -0.076 -0.438 0.112  -0.224
15 C 0.614 0.310 -0.835  -0.005
16 C 1.990 0.246 -0.910  -0.012
17 C 2.736 -0.568 -0.051  -0.233
18 N 4.108 -0.683 -0.135  -0.117
19 C 4.910 -0.881 1.056  -0.170
20 C 6.018 0.180 1.162  -0.180
21 C 5.512 1.493 0.571  -0.192
22 C 5.303 1.329 -0.939  -0.169
23 C 4.854 -0.115 -1.230  -0.173
24 C 2.025 -1.329 0.887  -0.026
25 C 0.652 -1.259 0.970  -0.026
26 H -3.948 -2.954 -2.104  0.098
27 H -2.615 -1.782 -1.955  0.089
28 H -2.356 -3.483 -1.494  0.096
29 H -5.923 -2.617 0.548  0.117
30 H -7.437 -0.712 1.024  0.107
31 H -6.639 1.584 0.814  0.102
32 H -5.747 3.411 -0.385  0.099
33 H -4.264 4.240 0.147  0.096
34 H -5.296 3.420 1.346  0.096
35 H -1.831 -1.017 0.972  0.146
36 H 0.068 0.950 -1.507  0.101
37 H 2.484 0.858 -1.648  0.098
38 H 5.354 -1.887 1.049  0.121
39 H 4.262 -0.800 1.931  0.111
40 H 6.292 0.310 2.209  0.109
41 H 6.912 -0.138 0.622  0.108
42 H 6.217 2.302 0.770  0.107
43 H 4.564 1.750 1.048  0.115
44 H 4.557 2.044 -1.285  0.099
45 H 6.232 1.529 -1.475  0.107
46 H 5.736 -0.749 -1.373  0.122
47 H 4.263 -0.172 -2.144  0.116
48 H 2.551 -2.003 1.546  0.105
49 H 0.131 -1.860 1.703  0.112

Summary:
Kohn-Sham gap = 7.9 eV
SMILES string = COc1cccc(OC)c1C(=O)Nc1ccc(N2CCCCC2)cc1
HOMO energy = -7.05 eV

***

Stability summary - winner: arrangement b; margin: 0.5345 hartree.

***

Arrangement a

A single C6H11N molecule, computed with wB97M-V/def2-TZVPD.

Last column: Löwdin charge in e.
Cartesian coordinates (Å):
1 C 1.648 -0.645 2.550  -0.147
2 C 0.468 -0.254 1.670  -0.141
3 C 0.663 -0.323 0.342  -0.152
4 C -0.269 -0.061 -0.703  -0.309
5 C -0.934 -1.065 -1.535  -0.074
6 C -0.670 1.311 -0.931  -0.121
7 N -1.423 1.924 -1.981  0.015
8 H 1.412 -0.977 3.592  0.060
9 H 2.266 0.248 2.870  0.078
10 H 2.325 -1.520 2.242  0.094
11 H -0.560 -0.075 2.088  0.121
12 H 1.743 -0.441 0.097  0.126
13 H -0.903 -1.921 -0.849  0.087
14 H -0.422 -1.355 -2.501  0.104
15 H -1.927 -0.714 -1.664  0.059
16 H -0.696 1.975 -0.165  0.061
17 H -0.836 2.601 -2.558  0.114
18 H -1.883 1.291 -2.563  0.024

Summary:
Kohn-Sham gap = 8.9 eV
SMILES string = C/C=C/C(C)=C/N
HOMO energy = -7.84 eV

***

Arrangement b

A 2-piece molecular cluster, C6H11N overall, computed with wB97M-V/def2-TZVPD.

Last column: Löwdin charge in e.
Cartesian coordinates (Å):
1 C 0.120 0.916 1.555  -0.129
2 C -0.158 0.279 0.454  -0.700
3 C 1.050 -0.704 0.186  -0.174
4 C -0.598 -0.304 -1.533  -0.153
5 C -1.277 -0.707 -0.059  -0.041
6 C -0.251 0.956 -0.879  -0.154
7 H -0.612 1.940 1.745  0.148
8 H 1.557 0.837 1.801  0.203
9 H -0.425 0.319 2.430  0.119
10 H 1.422 -1.589 0.844  0.140
11 H 1.899 0.095 0.371  0.095
12 H 1.274 -1.030 -1.831  -0.001
13 H -0.957 -0.423 -2.454  0.082
14 H -2.480 -0.705 0.057  0.133
15 H -1.037 -1.897 0.094  0.138
16 H 0.721 1.397 -1.153  0.121
17 H -0.916 1.843 -0.438  0.166
18 N 0.669 -1.221 -1.191  0.005

Summary:
Kohn-Sham gap = 10.0 eV
HOMO energy = -9.10 eV

***

Arrangement c

A single C6H11N molecule, computed with wB97M-V/def2-TZVPD.

Last column: Löwdin charge in e.
Cartesian coordinates (Å):
1 C -2.247 0.766 1.691  -0.049
2 C -1.408 0.681 0.689  -0.156
3 C -1.156 0.364 -0.598  -0.184
4 N -0.080 -0.384 -0.872  -0.151
5 C 0.353 -0.636 -2.225  -0.094
6 C 0.798 -0.716 0.620  -0.092
7 C 1.771 0.402 0.905  -0.108
8 H -3.176 0.202 1.745  0.045
9 H -2.019 1.351 2.577  0.036
10 H -1.785 0.694 -1.424  0.122
11 H 1.278 -0.100 -2.462  0.075
12 H -0.413 -0.367 -2.957  0.084
13 H 0.549 -1.706 -2.333  0.076
14 H 0.170 -0.984 1.463  0.092
15 H 1.292 -1.613 0.252  0.090
16 H 2.237 0.754 -0.015  0.071
17 H 1.273 1.246 1.376  0.066
18 H 2.563 0.045 1.569  0.076

Summary:
Kohn-Sham gap = 7.9 eV
SMILES string = C=C=CN(C)CC
HOMO energy = -6.93 eV

***

Arrangement d

A single C6H11N molecule, computed with wB97M-V/def2-TZVPD.

Last column: Löwdin charge in e.
Cartesian coordinates (Å):
1 C 1.013 2.349 -0.232  -0.107
2 C -0.178 1.395 -0.299  -0.223
3 C 0.106 0.006 0.285  -0.379
4 C -1.059 -0.971 0.079  -0.223
5 C -0.748 -2.404 0.504  -0.107
6 C 2.102 -0.953 -1.069  0.041
7 N 1.271 -0.529 -0.356  -0.046
8 H 0.721 3.351 -0.561  0.073
9 H 1.827 2.003 -0.877  0.065
10 H 1.405 2.429 0.788  0.077
11 H -1.036 1.817 0.237  0.115
12 H -0.488 1.264 -1.343  0.117
13 H 0.324 0.097 1.360  0.153
14 H -1.922 -0.585 0.635  0.115
15 H -1.331 -0.951 -0.983  0.117
16 H -0.377 -2.445 1.534  0.077
17 H -1.645 -3.027 0.443  0.072
18 H 0.017 -2.845 -0.144  0.064

Summary:
Kohn-Sham gap = 12.1 eV
HOMO energy = -11.13 eV

***

Stability summary - winner: arrangement d; margin: 0.0745 hartree.

***

Arrangement a

A single C6H11N molecule, computed with wB97M-V/def2-TZVPD.

Last column: Löwdin charge in e.
Cartesian coordinates (Å):
1 C -2.123 1.040 -1.299  0.007
2 C -1.455 0.203 -0.512  -0.130
3 C 0.016 0.155 -0.357  -0.322
4 N 0.697 0.750 -1.429  0.093
5 C 0.556 -0.404 0.743  -0.297
6 C 2.061 -0.453 0.888  -0.061
7 C -0.234 -1.135 1.801  -0.074
8 H -3.204 0.962 -1.354  0.053
9 H -1.641 1.863 -1.818  0.058
10 H -2.040 -0.539 0.016  0.095
11 H 0.160 0.631 -2.252  0.062
12 H 1.688 0.746 -1.572  0.074
13 H 2.548 0.189 0.160  0.053
14 H 2.500 -1.452 0.816  0.082
15 H 2.287 -0.041 1.877  0.079
16 H 0.348 -1.312 2.707  0.073
17 H -1.129 -0.550 2.017  0.069
18 H -0.561 -2.129 1.472  0.083

Summary:
Kohn-Sham gap = 8.6 eV
SMILES string = C=CC(N)=C(C)C
HOMO energy = -7.55 eV

***

Arrangement b

A single C6H11N molecule, computed with wB97M-V/def2-TZVPD.

Last column: Löwdin charge in e.
Cartesian coordinates (Å):
1 C 0.054 -2.688 -2.435  -0.121
2 C -0.770 -1.657 -1.670  -0.159
3 C -0.076 -0.787 -0.911  -0.162
4 C -0.542 0.374 -0.152  -0.113
5 C 0.301 0.984 0.678  -0.188
6 N 0.014 2.212 1.307  -0.098
7 C 0.534 2.278 2.707  -0.105
8 H 0.200 -2.180 -3.393  0.067
9 H 1.038 -2.977 -2.014  0.080
10 H -0.568 -3.569 -2.623  0.060
11 H -1.849 -1.726 -1.652  0.095
12 H 0.927 -1.059 -0.654  0.092
13 H -1.597 0.602 -0.250  0.106
14 H 1.376 0.765 0.706  0.126
15 H -0.954 2.480 1.193  0.106
16 H 1.605 2.205 2.705  0.065
17 H 0.074 1.499 3.318  0.072
18 H 0.235 3.245 3.141  0.078

Summary:
Kohn-Sham gap = 8.5 eV
SMILES string = C/C=C/C=C/NC
HOMO energy = -7.42 eV

***

Stability summary - winner: arrangement a; margin: 0.0220 hartree.